[1]
This record from OMol25 describes 2 unconnected molecules or ions with the total composition C2H4ClN3 in a non-equilibrium geometry. The level of theory is ωB97M-V with the def2-TZVPD basis set.

* energy relative to the best compared isomer or geometry (same formula, charge and spin): 1.346 eV
* frontier orbital gap: 9.5 eV
* LUMO level: 0.48 eV
* spin multiplicity: 1
* E_HOMO: -9.04 eV
* net charge: 0

```
10
Properties=species:S:1:pos:R:3:forces:R:3
C -1.104529 1.449618 -2.531878 -2.8852 1.8752 -2.0883
C 0.725183 -1.441472 1.954307 1.2784 -1.6303 1.1748
N -0.503090 1.175163 -1.444286 1.3229 -1.1722 0.8751
N 0.156107 0.892095 -0.563164 -0.6700 0.2962 -0.3315
N 1.806085 -1.128072 2.489968 -0.6466 -0.9531 -0.0864
Cl 0.049724 -3.109879 1.945374 0.7737 0.2708 0.2744
H -1.423743 2.559505 -2.611097 0.7285 -2.0557 0.0387
H -1.721230 0.699277 -3.155391 1.5029 1.0449 1.5206
H -0.025656 -0.950307 1.454338 -1.2005 2.0349 -1.0798
H 2.041148 -0.145927 2.461828 -0.2042 0.2892 -0.2976
```
Forces are in eV/Å.

[2]
This record from OMol25 describes 2 unconnected molecules or ions with the total composition C2H4ClN3O in a non-equilibrium geometry. The level of theory is ωB97M-V with the def2-TZVPD basis set.

* energy relative to the best compared isomer or geometry (same formula, charge and spin): 0.602 eV
* frontier orbital gap: 10.1 eV
* structure (SMILES): O=C1CN=NN1.Cl
* LUMO level: 0.32 eV
* spin multiplicity: 1
* E_HOMO: -9.83 eV
* net charge: 0

```
11
Properties=species:S:1:pos:R:3:forces:R:3
C -0.902988 -0.089154 1.006653 1.1581 2.9543 4.2936
C -0.484506 0.755304 -0.169638 -0.5208 1.3700 0.9414
N -1.296517 -1.289411 0.473459 -1.0543 -2.9703 -0.7000
N -1.132533 -1.281045 -0.768217 -1.2463 -3.0225 1.4318
N -0.628564 -0.158675 -1.141830 1.0847 2.2151 -5.8672
O -0.247156 1.926211 -0.316113 0.3898 0.0833 0.2389
Cl 2.462060 -0.554969 0.053875 0.2049 -0.6016 -1.0080
H -0.004564 -0.271627 1.780959 -1.9444 0.5410 -1.6614
H -1.769263 0.422681 1.627221 1.7434 -0.9916 -1.2058
H -0.635408 0.021251 -2.201273 0.2441 -0.1276 2.4995
H 2.517072 -1.200290 -1.096726 -0.0592 0.5498 1.0372
```
Forces are in eV/Å.